# 1
Entry from the Open Molecules 2025 dataset: 2 unconnected molecules or ions with the total composition C3HO4 (ωB97M-V/def2-TZVPD).

XYZ file:
```
8
Properties=species:S:1:pos:R:3:forces:R:3
O -0.3675 -2.3643 0.2674 -0.191 -0.759 0.173
O 0.4056 0.7156 1.2731 0.468 0.783 -1.997
O -1.8750 -0.6809 -0.1958 0.271 -1.008 0.287
O 0.1334 2.4466 -0.4216 0.030 2.322 -0.465
C 0.2964 -0.0610 -0.0014 2.559 1.171 -0.764
C -0.7886 -1.2573 0.0283 -0.108 2.032 -0.821
C 0.2416 1.3778 0.0047 -0.592 -4.439 1.846
H 1.9542 -0.1765 -0.9547 -2.437 -0.102 1.741
```
Positions in Å, forces in eV/Å.

Calculated values
Frontier orbital gap ... 8.3 eV
Net charge ... -1
Electronic energy ... -11314.2939 eV

# 2
Entry from the Open Molecules 2025 dataset: 2 unconnected molecules or ions with the total composition C5H12N2O3S (ωB97M-V/def2-TZVPD).

XYZ file:
```
23
Properties=species:S:1:pos:R:3:forces:R:3
S 0.0612 -0.1543 -2.5172 -1.228 0.483 2.538
O 1.1802 0.5384 -1.8815 0.173 -0.453 -1.255
O -0.2117 -1.6007 2.2809 0.671 -0.782 0.457
O -1.2308 0.0320 -1.7766 1.516 -0.686 -2.482
N -0.3240 0.2645 1.0284 -1.759 -0.154 0.352
N 0.2623 1.3281 0.4758 1.633 -1.334 1.036
C -0.4888 2.4097 0.0077 -1.223 0.517 -1.573
C 0.4292 -0.7722 1.6870 -1.258 1.554 -1.856
C -1.8283 0.0667 0.9271 -0.261 1.609 1.297
C 0.4511 -1.9897 -2.4698 0.435 1.626 1.268
C 1.8930 -0.6089 1.4620 1.419 -1.966 -1.030
H -2.2230 -0.6924 1.6608 0.857 0.580 -1.189
H 0.2441 3.1465 -0.3962 -0.593 -0.612 0.010
H -0.9499 2.9216 0.8633 -0.551 -0.019 -0.241
H -1.9737 -0.1101 -0.1475 -0.694 -0.275 1.080
H -2.3626 1.0543 1.2297 1.033 -1.534 -0.621
H 0.6347 -2.2156 -3.4864 0.817 -0.501 -0.881
H -0.5018 -2.4302 -2.2064 0.163 -0.254 0.601
H 2.0729 0.1583 0.6972 -0.022 -0.196 0.565
H 1.3366 -1.9960 -1.7437 -1.462 -0.526 -1.150
H 2.2714 -0.3266 2.4246 0.695 0.303 0.423
H 2.4749 -1.5820 1.1230 -1.562 1.682 0.904
H -1.2541 2.0974 -0.8347 1.201 0.940 1.749
```
Positions in Å, forces in eV/Å.

Calculated values
Frontier orbital gap (spin up / spin down) ... 7.4 / 6.3 eV
Electronic energy ... -25332.7212 eV
Spin multiplicity ... 3

# 3
Entry from the Open Molecules 2025 dataset: a single C3H3Cl2NO molecule (ωB97M-V/def2-TZVPD).

XYZ file:
```
10
Properties=species:S:1:pos:R:3:forces:R:3
Cl 2.7249 0.0932 -0.3445 0.101 0.381 -0.635
Cl 0.5865 -1.7720 -0.4831 -0.474 0.809 0.209
O -0.0496 2.6156 -0.6949 -0.608 -2.329 1.106
N 1.7202 -0.9931 0.5129 -0.107 -1.033 0.669
C -0.2787 1.5944 -0.1468 1.739 7.035 -3.666
C -1.0380 -0.7100 -0.1796 1.599 2.303 1.449
C -0.5623 0.5679 0.4917 -1.071 -6.032 1.346
H -1.5310 -0.5143 -1.0739 -0.727 -0.229 -1.659
H 0.0281 0.2871 1.3392 0.245 0.590 0.797
H -1.6001 -1.1688 0.5791 -0.698 -1.496 0.384
```
Positions in Å, forces in eV/Å.

Calculated values
Frontier orbital gap ... 8.6 eV
Electronic energy ... -31735.9977 eV

# 4
Entry from the Open Molecules 2025 dataset: 2 unconnected molecules or ions with the total composition C8H18O2Si (ωB97M-V/def2-TZVPD).

XYZ file:
```
29
Properties=species:S:1:pos:R:3:forces:R:3
Si 1.5661 0.2749 0.6042 0.080 0.816 -0.612
O 0.8466 -0.0056 -2.6549 -0.001 -0.150 -0.040
O 1.0605 -1.7823 -0.5352 -1.970 2.612 0.913
C 1.2575 2.0912 1.1482 0.126 -0.663 -0.034
C -0.0237 -0.1204 -0.4363 2.765 -3.379 0.493
C -1.9773 -1.5933 -0.8015 0.193 0.003 0.076
C -2.2635 0.7343 0.0867 0.034 -0.074 -0.021
C -1.3659 -0.5156 0.1015 -0.518 -0.206 0.054
C 3.1800 0.3089 -0.3967 -0.520 -0.165 0.280
C -1.2727 -1.0467 1.5291 0.047 -0.004 -0.214
C 0.0864 0.3632 -1.7915 -0.248 0.730 -0.801
H -1.7993 1.5589 0.6241 -0.013 0.128 0.046
H -0.9363 -0.2721 2.2125 0.055 0.088 0.164
H -1.3329 -2.4690 -0.8008 0.008 -0.047 -0.044
H 2.1150 2.4868 1.6788 0.255 0.103 0.181
H -2.9610 -1.8803 -0.4385 -0.150 0.036 0.040
H -2.0730 -1.2373 -1.8259 -0.057 0.014 -0.135
H 1.6098 -0.6065 1.7649 -0.013 -0.054 0.239
H -2.2517 -1.3986 1.8536 -0.041 0.031 0.021
H 1.3482 -1.6721 -1.4433 0.136 0.109 -0.555
H 0.3963 2.1972 1.8011 -0.194 -0.042 0.141
H 3.9180 0.9278 0.1066 0.031 0.182 0.131
H 3.6024 -0.6851 -0.5055 -0.049 -0.149 0.023
H -2.4853 1.0477 -0.9306 -0.048 0.107 -0.056
H 1.0922 2.7376 0.2888 -0.007 0.024 -0.221
H 3.0307 0.7094 -1.3954 -0.079 0.108 -0.117
H -0.5814 1.2319 -1.9775 0.052 -0.023 -0.071
H -0.5757 -1.8772 1.5625 0.102 -0.131 0.087
H -3.2104 0.4923 0.5709 0.026 -0.001 0.032
```
Positions in Å, forces in eV/Å.

Calculated values
Frontier orbital gap ... 9.7 eV
Electronic energy ... -20559.1385 eV

# 5
Entry from the Open Molecules 2025 dataset: a molecular structure, C19H21AuO2S6 (ωB97M-V/def2-TZVPD).

XYZ file:
```
49
Properties=species:S:1:pos:R:3:forces:R:3
Au 0.5508 -0.3820 1.1823 1.009 -0.353 0.595
S -3.6826 -0.3416 -1.2192 0.172 -0.052 -0.042
S 2.9174 0.2101 1.0718 -1.613 -0.413 -0.439
S -1.7737 -1.6390 1.9668 0.189 0.404 0.016
S -1.4481 1.6758 1.0146 -0.244 0.032 -0.194
S 0.7104 0.4841 3.4439 -0.468 -0.296 -1.105
S 0.6281 -1.9303 -0.6702 0.247 0.489 0.456
O 1.5410 1.9533 -6.1708 -0.043 0.160 -0.113
O -0.4246 1.0437 -6.6235 0.013 -0.009 -0.049
C -2.2451 0.7383 -1.5531 -0.251 -0.057 0.085
C -2.1351 1.9580 -0.6515 0.132 -0.182 0.216
C 0.6570 -0.9980 -2.1576 0.044 0.052 -0.016
C 3.3475 0.1323 2.7552 0.162 -0.017 0.654
C -2.5531 -0.2112 2.7741 0.023 -0.219 -0.167
C 5.1070 -0.0097 4.4023 0.010 0.044 0.200
C 4.6984 -0.0241 3.0856 -0.151 -0.030 -0.292
C -3.0767 -2.2305 0.8154 0.342 0.068 -0.050
C 0.5933 0.4099 -4.5730 0.010 0.035 0.072
C 0.4996 1.1466 -5.8687 -0.022 -0.127 0.072
C 2.8315 0.2805 5.1031 -0.251 0.073 -0.177
C -2.9267 -1.9044 -0.6691 -0.237 0.299 0.008
C 1.2123 0.9557 -3.4507 0.006 0.017 -0.028
C 0.0486 -1.5513 -3.2895 0.086 0.015 0.097
C 0.0068 -0.8485 -4.4778 -0.019 0.006 -0.059
C -2.8938 0.9628 1.8753 0.233 0.235 -0.077
C 1.2408 0.2653 -2.2517 -0.038 -0.067 -0.085
C 4.1668 0.1413 5.4192 0.157 -0.008 -0.061
C 2.4061 0.2771 3.7704 0.611 0.004 0.248
H -4.0300 -1.8769 1.2088 -0.011 -0.044 0.037
H 1.7088 0.7069 -1.3833 0.009 0.047 0.021
H 2.0788 0.3812 5.8761 0.079 0.006 0.062
H 5.4151 -0.1504 2.2826 0.033 -0.043 0.047
H 1.6501 1.9477 -3.4877 -0.006 0.000 -0.011
H -0.3965 -2.5358 -3.2148 -0.042 0.019 -0.048
H 4.4809 0.1372 6.4547 -0.017 -0.009 -0.001
H -1.8794 -1.9036 -0.9578 0.021 -0.077 -0.041
H 6.1549 -0.1260 4.6453 -0.002 -0.004 -0.026
H -1.4371 2.6658 -1.1013 -0.029 0.056 0.007
H -3.4364 -2.6793 -1.2425 0.031 -0.049 0.040
H 2.2429 1.8578 -5.5189 0.050 -0.057 0.062
H -2.3574 1.0753 -2.5847 0.066 -0.011 -0.017
H -0.4862 -1.2647 -5.3467 -0.002 0.020 -0.003
H -3.0324 -3.3130 0.9376 -0.069 -0.001 0.035
H -3.0959 2.4584 -0.5276 0.014 0.057 -0.074
H -1.3493 0.1255 -1.4891 -0.040 0.081 -0.033
H -3.3276 1.7578 2.4835 -0.037 -0.053 0.023
H -3.6043 0.6724 1.1090 -0.100 -0.027 0.006
H -1.8401 0.0724 3.5477 -0.074 -0.044 0.074
H -3.4627 -0.5727 3.2555 0.019 0.028 0.073
```
Positions in Å, forces in eV/Å.

Calculated values
Frontier orbital gap (spin up / spin down) ... 5.6 / 5.6 eV
Electronic energy ... -92843.3998 eV

# 6
Entry from the Open Molecules 2025 dataset: a gas-phase ion, C20H26NO (charge +1) (ωB97M-V/def2-TZVPD).

XYZ file:
```
48
Properties=species:S:1:pos:R:3:forces:R:3
O 1.3586 -1.4215 -1.7207 0.070 0.246 0.232
N 0.2499 -1.8842 -3.9812 0.038 0.537 0.021
C 1.0013 -2.5080 -5.1122 0.444 -0.190 -0.404
C -1.9523 0.4342 5.5082 -0.094 -0.002 0.060
C 0.3118 3.5123 2.3546 -0.080 -0.106 -0.115
C -2.8064 1.3440 4.9128 -0.065 -0.050 0.131
C -1.8433 3.1849 1.1484 0.110 -0.047 0.147
C -0.3487 0.8366 3.7729 -0.027 0.014 0.089
C 0.8639 -2.7360 -1.7930 -0.013 -0.340 -0.037
C 3.4254 -2.5134 -4.5987 0.013 -0.028 -0.024
C 2.2717 -3.1550 -4.6390 -0.189 0.003 -0.033
C 1.5323 0.6364 -0.5866 -0.003 -0.327 -0.204
C 0.7968 -0.5185 -0.8063 0.121 0.316 0.010
C -0.4160 -0.6990 -0.1631 0.040 -0.230 -0.175
C -2.4350 1.9985 3.7494 0.057 0.035 -0.112
C -1.2029 1.7507 3.1615 -0.040 -0.014 0.043
C -0.7182 2.4658 1.9081 -0.065 0.202 0.015
C -0.8676 0.2736 0.7116 0.104 0.090 -0.089
C -0.7179 0.1830 4.9331 0.109 -0.037 0.002
C 1.0642 1.6011 0.2853 -0.147 -0.053 0.044
C -0.2046 -2.8045 -2.9082 -0.045 -0.283 0.747
C -0.1409 1.4337 0.9571 0.035 -0.082 -0.073
H 0.3491 -3.2388 -5.5944 -0.067 0.160 0.075
H 3.5244 -1.4872 -4.9133 -0.032 0.228 -0.103
H 1.7228 -3.3599 -2.0535 -0.175 0.053 0.077
H 0.6117 4.1488 1.5254 0.091 0.090 -0.090
H 1.1917 3.0377 2.7816 0.121 -0.007 0.054
H 0.6172 0.6331 3.3313 0.088 -0.034 -0.030
H -3.1210 2.7058 3.3113 -0.068 0.083 -0.084
H -0.5318 -1.3438 -4.3586 0.134 -0.052 0.144
H -3.7695 1.5511 5.3552 -0.081 0.012 0.041
H 0.8895 -1.2372 -3.4449 -0.396 -0.097 -0.421
H 2.4758 0.7595 -1.0947 0.135 0.015 -0.050
H 0.4574 -3.0798 -0.8400 -0.013 0.022 -0.107
H -1.8050 0.1168 1.2232 -0.096 -0.027 0.075
H 1.2342 -1.7153 -5.8264 -0.136 -0.004 0.107
H -0.3186 -3.8192 -3.2861 -0.013 0.075 -0.106
H 2.2028 -4.1904 -4.3406 0.061 -0.152 0.062
H -0.0395 -0.5214 5.3914 0.057 -0.059 0.044
H -2.2434 -0.0732 6.4153 -0.031 -0.044 0.077
H -1.4537 3.5791 0.2113 0.020 0.041 -0.051
H 4.3262 -2.9932 -4.2602 0.166 -0.139 0.090
H -1.1666 -2.4555 -2.5299 0.084 0.040 -0.156
H -2.6613 2.5057 0.9205 -0.116 -0.036 -0.034
H 1.6612 2.4838 0.4419 0.071 0.124 0.051
H -2.2253 4.0190 1.7302 -0.111 0.103 0.049
H -1.0166 -1.5844 -0.3097 -0.046 -0.101 -0.022
H -0.1334 4.1443 3.1198 -0.021 0.053 0.034
```
Positions in Å, forces in eV/Å.

Calculated values
Frontier orbital gap ... 7.9 eV
Net charge ... +1
Electronic energy ... -24692.6016 eV